Record 1
Entry from OMol25: a cluster of 2 separate species, C2H7N2O2 in total at a distorted geometry (ωB97M-V/def2-TZVPD).

Results
**⟨S²⟩**: 2.01
**Gap between HOMO and LUMO (spin up / spin down)**: 9.9095 / 6.9058 eV
**Net charge**: +1
**Energy relative to the best compared isomer or geometry (same formula, charge and spin)**: 3.936 eV
**2S+1**: 3
**HOMO energy (spin up / spin down)**: -13.18 / -15.81 eV

Geometry (Å):
C  1.902  0.906  -0.798
C  0.409  -1.276  -0.304
N  2.418  0.164  0.293
N  1.489  -0.347  -0.449
O  3.204  0.103  1.128
O  -1.492  0.863  0.938
H  1.165  1.678  -0.426
H  -2.369  1.054  1.115
H  2.544  0.985  -1.698
H  -0.490  -0.669  -0.159
H  0.373  -1.923  0.548
H  0.230  -1.899  -1.155
H  -1.081  1.813  1.025

Atomic partial charges in e from the Löwdin method, atoms 1 to 4: C 0.084; C 0.067; N -0.214; N 0.071

=====

Record 2
Entry from OMol25: the ion C2H7N2S2 with charge +1 at a distorted geometry (ωB97M-V/def2-TZVPD).

Results
**SMILES string**: N/C=[NH+]\CSS
**Gap between HOMO and LUMO**: 9.4547 eV
**Net charge**: +1
**Energy relative to the best compared isomer or geometry (same formula, charge and spin)**: 0.681 eV
**HOMO energy**: -13.54 eV

Geometry (Å):
N  -0.128  -1.230  1.761
C  -0.433  0.035  1.517
N  -0.500  0.476  0.253
C  -0.178  -0.386  -0.912
S  1.487  -0.196  -1.698
S  1.512  1.895  -1.590
H  -0.168  -1.800  0.882
H  -0.278  -1.755  2.616
H  -0.667  0.606  2.403
H  -0.482  1.411  -0.003
H  -0.283  -1.458  -0.833
H  -0.867  0.006  -1.695
H  0.987  2.398  -2.699

Atomic partial charges in e from the Löwdin method, atoms 1 to 4: N 0.187; C -0.082; N 0.015; C -0.522